Entry i
16
Properties=species:S:1:pos:R:3:mulliken_charge:R:1 method="wB97M-V/def2-TZVPD" smiles="CC(=O)NCCS"
C 0.268 -3.351 -0.536 -1.1042
C 0.231 -2.041 0.313 0.7064
O -0.848 -1.912 0.862 -0.5514
N 0.970 -0.950 -0.171 -0.3258
C 0.562 0.344 0.400 -0.4390
C 0.002 1.320 -0.619 -0.6932
S -0.572 2.986 0.103 -0.3054
H -0.124 -4.181 0.029 0.3147
H 1.218 -3.452 -1.055 0.3760
H -0.384 -3.205 -1.425 0.2787
H 1.138 -0.927 -1.164 0.2832
H 1.354 0.826 0.985 0.3089
H -0.379 0.094 0.978 0.3076
H 0.621 1.542 -1.515 0.3747
H -0.911 0.841 -0.979 0.3273
H -0.209 4.266 -0.226 0.1415

Entry ii
16
Properties=species:S:1:pos:R:3:mulliken_charge:R:1 method="wB97M-V/def2-TZVPD" smiles="CNC(=O)CCS"
C 1.952 0.569 1.092 -0.9015
N 1.788 -0.158 -0.141 -0.1510
C 0.669 -0.222 -0.934 0.2909
O 0.748 -0.363 -2.133 -0.6132
C -0.641 0.074 -0.219 -0.7209
C -1.830 -0.747 -0.682 -0.6224
S -3.410 -0.068 -0.010 -0.2461
H 2.083 -0.066 1.972 0.2846
H 2.865 1.170 1.038 0.3267
H 1.150 1.268 1.294 0.3264
H 2.620 -0.469 -0.629 0.2674
H -0.897 1.133 -0.319 0.4490
H -0.523 -0.169 0.842 0.4650
H -1.970 -0.767 -1.760 0.3762
H -1.786 -1.794 -0.391 0.3583
H -2.818 0.610 0.981 0.1107

Which of the structures shown above is the most stable? The most stable is entry ii.